Computed, not measured: a 3-piece molecular cluster, C20H39Cl2O3P overall, with ωB97M-V/def2-TZVPD.

XYZ file:
```
65
Properties=species:S:1:pos:R:3:lowdin_charge:R:1
C 4.7924 -3.3682 -0.5221 -0.1077
C 4.4873 -3.3743 -2.0251 -0.2651
C 3.1249 -2.7796 -2.3855 -0.2355
C 2.9427 -1.2558 -2.1398 -0.5020
C 4.2571 -0.4753 -2.0905 -0.1151
P 1.9163 -1.0116 -0.6048 1.0169
C 0.2753 -1.5045 -1.2630 -0.3902
C -0.8091 -1.5815 -0.1667 -0.2542
C -2.1394 -0.9136 -0.5464 -0.2070
C -3.1823 -1.8668 -1.1681 -0.1651
C -4.5305 -1.9399 -0.4301 -0.2357
O -4.7203 -3.1234 0.3162 -0.1877
C -3.7717 -3.2674 1.3592 -0.1009
C 1.7755 0.8241 -0.5419 -0.8392
Cl 0.5414 1.6395 -1.4609 0.6500
C 2.5954 1.5463 0.2225 -0.8185
C 3.6639 1.0007 1.1160 -0.1423
Cl 2.4895 3.2784 0.2709 0.6691
H 4.3036 -2.5391 -0.0088 0.0323
H 4.4367 -4.2844 -0.0494 0.0725
H 5.8635 -3.2896 -0.3306 0.0715
H 4.4800 -4.4112 -2.3702 0.1034
H 5.2851 -2.8864 -2.5868 0.0931
H 2.9232 -2.9722 -3.4419 0.1116
H 2.3764 -3.3491 -1.8237 0.0868
H 2.3704 -0.8444 -2.9781 0.1051
H 4.8769 -0.7166 -2.9555 0.0803
H 4.8411 -0.6918 -1.1961 0.0651
H 4.0647 0.5978 -2.1168 0.0726
H 0.4318 -2.4801 -1.7264 0.0715
H -0.0384 -0.8350 -2.0665 0.0475
H -0.4304 -1.1613 0.7690 0.0916
H -1.0042 -2.6359 0.0422 0.0912
H -2.5685 -0.4412 0.3411 0.0986
H -1.9337 -0.0990 -1.2449 0.0818
H -3.3828 -1.5673 -2.1987 0.1056
H -2.7767 -2.8810 -1.2185 0.1112
H -4.6265 -1.0717 0.2395 0.1155
H -5.3598 -1.9057 -1.1359 0.1166
H -3.5103 -2.3017 1.7993 0.0675
H -4.2202 -3.8837 2.1364 0.0903
H -2.8582 -3.7552 1.0004 0.0790
H 3.6509 1.5304 2.0678 0.0721
H 4.6494 1.1436 0.6720 0.0813
H 3.5110 -0.0638 1.2875 0.0447
C -5.1968 -0.3756 5.5387 -0.0232
C -3.9074 -0.4692 4.7604 -0.4976
C -2.9968 0.7335 4.8138 -0.0226
O -3.6195 -1.4559 4.1239 0.0628
H -5.7661 -1.2943 5.4234 0.0820
H -4.9840 -0.2025 6.5952 0.0847
H -5.7866 0.4711 5.1825 0.0854
H -2.7132 0.9421 5.8471 0.0848
H -3.5184 1.6147 4.4356 0.0857
H -2.1059 0.5503 4.2185 0.0796
C 0.7155 7.6117 -2.4463 -0.0263
C -0.3216 6.8388 -1.6652 -0.5054
C -0.1778 5.3372 -1.6654 -0.0421
O -1.2141 7.3966 -1.0715 0.0689
H 0.5146 8.6775 -2.3745 0.0797
H 1.7125 7.3963 -2.0574 0.0832
H 0.7014 7.3028 -3.4933 0.0833
H 0.7910 5.0508 -1.2523 0.0398
H -0.2189 4.9545 -2.6871 0.0852
H -0.9711 4.8884 -1.0727 0.0820
```

The HOMO energy is -8.67 eV. Its structure (SMILES) is CCC[C@H](C)P(CCCCCOC)/C(Cl)=C(\C)Cl.CC(C)=O.CC(C)=O. The electronic energy comes out at -61847.766 eV. The calculation puts the lowest unoccupied orbital energy at 0.54 eV. The spin multiplicity is 1. The largest force on an atom is 0.00371 Eh/bohr.